Version one
Here is a molecular structure, C7H23AgO9P from the OMol25 dataset. Energies are from wB97M-V/def2-TZVPD.

ORCA input file:
```
! RIJCOSX wB97M-V def2-TZVPD def2/J DEFGRID3
* xyz -1 3
Ag -0.082 1.237 -0.400
P 0.448 3.966 -0.020
O 1.476 4.728 -0.952
O 1.345 2.729 0.153
O -0.765 3.294 -0.717
O 0.281 4.744 1.314
C 2.143 -3.061 -0.478
C 0.817 -2.257 -0.638
C -0.235 -2.695 0.386
O 0.981 -0.841 -0.480
H 1.898 -4.117 -0.368
H 2.734 -2.759 0.387
H 2.731 -2.972 -1.392
H 0.405 -2.552 -1.603
H -0.019 -2.335 1.392
H -0.390 -3.774 0.373
H -1.190 -2.222 0.155
C 0.029 0.617 -3.832
O 0.465 1.297 -2.660
H -0.944 1.017 -4.115
H 0.705 0.730 -4.679
H 0.053 -0.461 -3.670
H 0.771 2.160 -2.947
C 2.167 -0.733 3.022
O 2.173 0.173 1.945
H 1.375 -0.543 3.746
H 1.968 -1.750 2.683
H 3.123 -0.748 3.545
H 1.887 -0.347 1.190
C -3.281 0.676 -0.862
O -1.982 0.175 -1.123
H -3.262 1.221 0.082
H -3.469 1.341 -1.705
H -4.024 -0.120 -0.907
H -2.018 -0.446 -1.854
C -1.459 0.415 2.613
O -1.071 1.402 1.715
H -0.819 0.448 3.496
H -2.477 0.690 2.887
H -1.446 -0.550 2.107
H -1.041 2.223 2.211
*
```

The LUMO energy (spin up / spin down) is 0.09748 / 0.05684 Eh. The value obtained for the HOMO-LUMO gap (spin up / spin down) is 7.41 / 6.21 eV.

---

Version two
Here is a molecular structure, C7H23AgO9P from the OMol25 dataset. Energies are from wB97M-V/def2-TZVPD.

ORCA input file:
```
! RIJCOSX wB97M-V def2-TZVPD def2/J DEFGRID3
* xyz -1 3
Ag -0.502 0.554 0.393
P -2.152 1.808 -1.463
O -0.712 1.285 -1.562
O -2.450 1.488 0.048
O -3.255 0.850 -1.971
O -2.401 3.344 -1.700
C -1.647 -3.699 0.853
C -1.458 -2.600 -0.222
C -2.070 -2.982 -1.540
O -1.939 -1.379 0.201
H -1.147 -4.652 0.685
H -2.729 -3.760 0.972
H -1.293 -3.438 1.851
H -0.388 -2.531 -0.417
H -3.123 -3.211 -1.382
H -1.625 -3.967 -1.678
H -1.752 -2.298 -2.327
C 2.226 2.293 -2.975
O 1.464 2.458 -1.825
H 1.899 1.515 -3.665
H 2.189 3.116 -3.689
H 3.283 2.226 -2.721
H 0.628 1.988 -1.850
C 1.283 3.191 1.635
O 0.272 2.749 0.788
H 1.049 4.143 2.112
H 1.603 2.447 2.364
H 2.224 3.364 1.114
H 0.011 3.395 0.127
C 2.296 -0.694 -0.611
O 1.608 -0.266 0.525
H 3.068 -0.015 -0.975
H 2.636 -1.709 -0.405
H 1.596 -0.868 -1.428
H 2.251 -0.098 1.217
C -0.020 -1.006 3.200
O -0.502 0.254 2.726
H -0.860 -1.588 3.579
H 0.581 -1.530 2.456
H 0.610 -0.981 4.089
H -0.752 0.803 3.473
*
```

The LUMO energy (spin up / spin down) is 0.08508 / 0.06309 Eh. The value obtained for the HOMO-LUMO gap (spin up / spin down) is 6.48 / 5.33 eV.

---

The structure with the least stability is version two.

---

Version one
Here is a single CH4FP molecule from the OMol25 dataset. Energies are from wB97M-V/def2-TZVPD.

ORCA input file:
```
! RIJCOSX wB97M-V def2-TZVPD def2/J DEFGRID3
* xyz 0 1
C 0.321 -0.687 -0.296
P -0.415 0.453 1.016
F -1.736 0.815 0.028
H -0.225 -1.605 0.036
H 1.507 -0.715 -0.266
H 0.203 -0.232 -1.264
H 0.345 1.972 0.746
*
```

The structure (SMILES) is CPF. The LUMO energy is 0.02922 Eh. The value obtained for the HOMO-LUMO gap is 10.49 eV.

---

Version two
Here is 2 unconnected molecules or ions with the total composition CH4FP from the OMol25 dataset. Energies are from wB97M-V/def2-TZVPD.

ORCA input file:
```
! RIJCOSX wB97M-V def2-TZVPD def2/J DEFGRID3
* xyz 0 1
C 0.432 0.590 0.323
F 0.935 -1.305 -1.231
P 0.143 -1.203 0.198
H 1.454 0.818 0.041
H 0.101 0.942 1.369
H -0.064 1.174 -0.543
H -3.001 -1.016 -0.156
*
```

The LUMO energy (spin up / spin down) is -0.00773 / -0.02315 Eh. The value obtained for the HOMO-LUMO gap (spin up / spin down) is 7.96 / 9.80 eV.

---

The structure with the least stability is version two.

---

Version one
Here is a single C7H12ClN molecule from the OMol25 dataset. Energies are from wB97M-V/def2-TZVPD.

ORCA input file:
```
! RIJCOSX wB97M-V def2-TZVPD def2/J DEFGRID3
* xyz 0 1
C -2.730 0.120 -1.396
N -1.760 0.090 -0.407
C -0.553 0.218 -0.628
C 0.102 0.437 -1.968
C 0.314 0.378 0.517
C 1.009 -0.713 1.200
C 0.951 -0.939 2.700
C 1.846 0.333 0.528
Cl 2.908 -0.068 -0.840
H -2.325 -0.519 -2.232
H -3.768 -0.088 -1.007
H -2.731 1.237 -1.831
H 0.438 1.536 -2.044
H -0.670 0.170 -2.850
H 1.086 -0.087 -2.087
H -0.141 1.078 1.234
H 0.960 -1.535 0.579
H -0.067 -0.991 3.093
H 1.304 -0.036 3.159
H 1.581 -1.765 3.134
H 2.244 1.146 1.147
*
```

The structure (SMILES) is C/N=C(\C)[C@H]1[C@H](C)[C@H]1Cl. The LUMO energy is 0.03451 Eh. The value obtained for the HOMO-LUMO gap is 10.04 eV.

---

Version two
Here is a molecular structure, C7H12ClN from the OMol25 dataset. Energies are from wB97M-V/def2-TZVPD.

ORCA input file:
```
! RIJCOSX wB97M-V def2-TZVPD def2/J DEFGRID3
* xyz 0 1
C 1.497 -0.408 -0.524
C 0.136 0.340 1.546
C 1.680 0.621 1.498
C -0.289 -0.372 0.288
C 1.666 -1.013 -1.842
C -2.650 0.458 -0.112
C -1.225 0.342 -0.656
N 2.252 0.143 0.280
Cl -0.732 -2.071 0.526
H -0.084 -0.252 2.432
H -0.390 1.291 1.621
H 1.885 1.691 1.576
H 2.196 0.122 2.321
H 1.834 -0.231 -2.582
H 0.777 -1.577 -2.115
H 2.529 -1.675 -1.845
H -3.075 -0.534 0.018
H -3.261 1.010 -0.821
H -2.671 0.973 0.846
H -0.816 1.339 -0.849
H -1.260 -0.196 -1.607
*
```

The LUMO energy is 0.03328 Eh. The value obtained for the HOMO-LUMO gap is 9.41 eV.

---

The structure with the least stability is version one.

---

Version one
Here is 2 unconnected molecules or ions with the total composition C6H16N3 from the OMol25 dataset. Energies are from wB97M-V/def2-TZVPD.

ORCA input file:
```
! RIJCOSX wB97M-V def2-TZVPD def2/J DEFGRID3
* xyz 1 1
C 2.084 0.851 -0.595
C 0.805 0.755 -0.212
C 3.059 -0.192 -0.505
C -3.191 2.283 0.111
C -0.457 -0.388 1.537
C -0.207 -1.187 -0.747
N 0.037 -2.659 -0.749
N -1.923 1.933 0.403
N 0.427 -0.529 0.372
H 2.713 1.752 -0.875
H 3.761 -0.141 0.451
H 2.653 -1.294 -0.525
H 3.892 -0.022 -1.133
H -3.687 1.407 -0.477
H -3.830 2.791 0.976
H -3.209 2.953 -0.741
H -1.153 -1.326 1.788
H 0.016 -0.165 2.501
H -1.126 0.420 1.257
H 0.383 -0.762 -1.577
H -1.330 -0.973 -0.858
H -0.556 -3.033 -1.458
H -0.369 -3.053 0.155
H -0.056 1.443 0.016
H 1.264 -0.864 0.888
*
```

The LUMO energy (spin up / spin down) is -0.16384 / -0.16315 Eh. The value obtained for the HOMO-LUMO gap (spin up / spin down) is 8.76 / 8.86 eV.

---

Version two
Here is a gas-phase ion, C6H16N3 (charge +1) from the OMol25 dataset. Energies are from wB97M-V/def2-TZVPD.

ORCA input file:
```
! RIJCOSX wB97M-V def2-TZVPD def2/J DEFGRID3
* xyz 1 1
C -1.153 1.381 -1.818
C -0.994 0.108 -0.936
C -1.114 -1.107 -1.794
C 0.404 0.081 -0.495
N 0.972 1.099 0.605
N -0.157 1.652 1.436
C 0.904 -0.324 0.815
C 2.221 -1.149 1.062
N 0.010 -0.736 1.910
H -0.891 0.961 -2.726
H -0.492 2.231 -1.533
H -2.086 1.702 -1.840
H -1.726 0.079 -0.234
H -1.051 -2.151 -1.200
H -0.406 -1.214 -2.572
H -2.085 -1.280 -2.409
H 1.242 0.235 -1.202
H -0.676 2.298 0.902
H 0.109 2.145 2.263
H 3.050 -0.892 0.329
H 1.963 -2.125 0.968
H 2.718 -0.703 1.959
H -0.452 -1.635 1.912
H 0.426 -0.632 2.832
H -0.737 -0.028 1.766
*
```

The structure (SMILES) is CC(C)[C@H]1N(N)[C@@]1(C)[NH3+]. The LUMO energy is -0.11897 Eh. The value obtained for the HOMO-LUMO gap is 10.17 eV.

---

The structure with the least stability is version one.